Entry i
ORCA calculation (wB97M-V/def2-TZVPD) on one molecule with the formula C5H10N4.

```
! RIJCOSX wB97M-V def2-TZVPD def2/J DEFGRID3
* xyz 0 1
N -2.85 0.32 -0.43
C -1.72 -0.50 -0.11
C -0.88 -0.52 1.33
C -0.16 -0.16 0.03
C 0.25 1.25 -0.21
N 1.70 1.33 0.15
C 2.57 0.43 0.13
N 2.25 -0.96 -0.18
N 0.85 -1.05 -0.66
H -2.50 1.33 -0.12
H -2.90 0.45 -1.61
H -1.78 -1.58 -0.45
H -0.95 0.32 2.10
H -0.59 -1.36 1.83
H 0.13 1.39 -1.35
H -0.37 2.01 0.35
H 3.51 0.59 0.39
H 2.87 -1.33 -1.10
H 0.57 -1.96 -0.09
*
```

SMILES ... N[C@@H]1C[C@]12CN=CNN2
Frontier orbital gap ... 0.34489 Ha
Molecular weight ... 126.163 g/mol
E_HOMO ... -8.526 eV

---

Entry ii
ORCA calculation (wB97M-V/def2-TZVPD) on one molecule with the formula C5H10N4.

```
! RIJCOSX wB97M-V def2-TZVPD def2/J DEFGRID3
* xyz 0 1
C -1.51 0.04 0.38
C -0.08 1.92 0.15
C 1.26 1.43 0.59
C -0.57 -1.01 -0.08
C -0.43 -2.24 0.74
N -1.26 1.27 0.44
N 2.23 2.26 0.41
N 0.02 -0.94 -1.27
N -0.22 -0.42 -2.39
H -2.46 -0.38 0.83
H -0.11 2.99 0.55
H 0.16 1.99 -0.96
H 1.31 0.40 0.84
H 0.15 -2.04 1.56
H -0.05 -3.07 0.11
H -1.37 -2.68 1.11
H 3.08 1.74 0.64
H 0.95 -1.45 -1.23
H -1.09 0.19 -2.42
*
```

Frontier orbital gap (alpha / beta) ... 0.29791 / 0.29790 Ha
Molecular weight ... 126.163 g/mol
E_HOMO (alpha / beta) ... -7.879 / -7.882 eV

---

We find entry ii to be the most stable, with the next structure 0.560 eV higher.

---

Entry i
ORCA calculation (wB97M-V/def2-TZVPD) on an isolated ion of composition C2H5O3S and charge -1.

```
! RIJCOSX wB97M-V def2-TZVPD def2/J DEFGRID3
* xyz -1 1
C 0.53 -0.29 0.25
C -0.69 0.36 -0.23
O -0.62 2.05 -2.42
O -0.58 2.91 -0.14
O -1.54 0.84 0.80
S 0.02 1.99 -1.11
H 1.12 0.53 0.82
H 0.37 -1.10 0.93
H 1.01 -0.72 -0.66
H -1.18 -0.24 -1.07
H -1.12 1.69 0.81
*
```

Frontier orbital gap ... 0.26920 Ha
Molecular weight ... 109.126 g/mol
E_HOMO ... -3.164 eV

---

Entry ii
ORCA calculation (wB97M-V/def2-TZVPD) on a 2-piece molecular cluster, C2H5O3S overall.

```
! RIJCOSX wB97M-V def2-TZVPD def2/J DEFGRID3
* xyz -1 1
C 1.07 1.09 0.03
C -1.81 -0.18 0.02
O 2.48 -0.82 -1.23
O 2.15 -1.19 1.17
O -1.18 0.79 -0.59
S 1.54 -0.68 -0.06
H 0.63 1.26 0.93
H 0.96 1.44 -0.89
H -2.68 0.01 0.69
H -1.02 -0.72 0.60
H -2.13 -1.01 -0.67
*
```

Frontier orbital gap (alpha / beta) ... 0.24575 / 0.24876 Ha
Molecular weight ... 109.126 g/mol
E_HOMO (alpha / beta) ... -3.645 / -3.825 eV

---

We find entry i to be the most stable, with the next structure 4.155 eV higher.

---

Entry i
ORCA calculation (wB97M-V/def2-TZVPD) on a 2-piece molecular cluster, C4H4Cl2 overall.

```
! RIJCOSX wB97M-V def2-TZVPD def2/J DEFGRID3
* xyz 0 1
C -0.01 0.61 -1.05
C 0.38 -0.55 -1.61
Cl 1.99 -1.18 -1.45
Cl -0.69 -1.57 -2.55
H 0.81 1.17 -0.65
H -0.92 0.98 -1.35
C -0.83 0.53 2.29
C 0.08 -0.21 1.96
H -1.78 1.07 2.51
H 0.98 -0.86 1.91
*
```

SMILES ... C=C(Cl)Cl.C#C
Frontier orbital gap ... 0.38042 Ha
Molecular weight ... 122.982 g/mol
E_HOMO ... -9.558 eV

---

Entry ii
ORCA calculation (wB97M-V/def2-TZVPD) on a 2-piece molecular cluster, C4H4Cl2 overall.

```
! RIJCOSX wB97M-V def2-TZVPD def2/J DEFGRID3
* xyz 0 1
C 1.26 -1.69 -1.10
C 1.31 -0.49 -0.92
C -0.58 0.20 1.33
C 1.17 0.79 -0.47
Cl -0.38 -1.48 1.31
Cl 2.44 1.61 0.35
H 1.33 -2.67 -1.47
H -1.51 0.55 0.92
H -0.13 0.70 2.16
H 0.45 1.45 -0.94
*
```

Frontier orbital gap (alpha / beta) ... 0.28981 / 0.29631 Ha
Molecular weight ... 122.982 g/mol
E_HOMO (alpha / beta) ... -8.396 / -8.162 eV

---

We find entry i to be the most stable, with the next structure 1.553 eV higher.

---

Entry i
ORCA calculation (wB97M-V/def2-TZVPD) on one molecule with the formula C4H8O4.

```
! RIJCOSX wB97M-V def2-TZVPD def2/J DEFGRID3
* xyz 0 1
C 2.52 -0.46 0.09
O 1.14 -0.86 0.16
C 0.21 0.11 0.40
O 0.28 1.13 -0.59
C -0.34 2.31 -0.09
C -1.13 -0.63 0.14
O -2.22 -0.19 0.42
O -0.84 -1.76 -0.51
H 2.49 0.58 -0.36
H 3.15 -1.15 -0.48
H 2.90 -0.28 1.07
H 0.31 0.49 1.43
H -0.38 2.95 -1.02
H -1.31 2.09 0.15
H 0.20 2.79 0.79
H -1.77 -2.01 -0.70
*
```

SMILES ... COC(OC)C(=O)O
Frontier orbital gap ... 0.39679 Ha
Molecular weight ... 120.104 g/mol
E_HOMO ... -9.954 eV

---

Entry ii
ORCA calculation (wB97M-V/def2-TZVPD) on one molecule with the formula C4H8O4.

```
! RIJCOSX wB97M-V def2-TZVPD def2/J DEFGRID3
* xyz 0 1
O -2.25 -0.52 -0.05
C -1.25 0.11 0.66
C -0.05 -0.34 0.00
O -0.02 -1.63 -0.42
C 0.66 0.70 -0.88
O 0.95 0.42 -2.25
C 1.33 0.12 0.36
O 1.33 0.95 1.45
H -2.92 -0.83 0.54
H -1.16 -0.33 1.75
H -1.27 1.20 0.84
H -0.93 -1.86 -0.69
H 0.22 1.69 -0.66
H 0.99 -0.62 -2.29
H 2.15 -0.57 0.24
H 2.22 1.50 1.40
*
```

SMILES ... OCC1(O)[C@H](O)[C@H]1O
Frontier orbital gap ... 0.33878 Ha
Molecular weight ... 120.104 g/mol
E_HOMO ... -8.626 eV

---

We find entry i to be the most stable, with the next structure 1.211 eV higher.